Record 1
Computed, not measured: a single C17H12N4O2S molecule, with wB97M-V/def2-TZVPD.

The geometry in ORCA input format:
```
! RIJCOSX wB97M-V def2-TZVPD def2/J DEFGRID3
* xyz 0 1
O -2.362 -0.149 -3.723
C -2.395 0.818 -3.007
O -3.545 1.423 -2.677
C -1.180 1.490 -2.475
C -0.058 1.462 -3.301
C 1.120 2.068 -2.915
C 1.186 2.706 -1.687
C 0.085 2.713 -0.851
C -1.110 2.106 -1.222
C -2.243 2.091 -0.247
S -2.860 0.396 0.101
C -1.422 -0.352 0.725
N -1.538 -1.645 1.004
N -0.518 -2.314 1.456
C 0.622 -1.668 1.608
C 0.704 -0.269 1.308
N -0.334 0.416 0.873
N 1.955 0.175 1.555
C 2.722 -0.889 2.005
C 4.054 -0.908 2.376
C 4.583 -2.116 2.800
C 3.809 -3.271 2.854
C 2.477 -3.258 2.485
C 1.928 -2.057 2.057
H -4.292 0.928 -3.047
H -0.136 0.954 -4.250
H 1.982 2.042 -3.564
H 2.101 3.190 -1.377
H 0.149 3.189 0.117
H -1.939 2.525 0.704
H -3.117 2.612 -0.635
H 2.278 1.117 1.412
H 4.659 -0.015 2.336
H 5.621 -2.161 3.096
H 4.260 -4.192 3.191
H 1.868 -4.147 2.522
*
```

Output
Max |F| (eV Å⁻¹): 1.14
Frontier orbital gap (eV): 8.298
SMILES: O=C(O)c1ccccc1CSc1nnc2c(n1)[nH]c1ccccc12

=====

Record 2
Computed, not measured: a single C2H3ClO2S molecule, with wB97M-V/def2-TZVPD.

The geometry in ORCA input format:
```
! RIJCOSX wB97M-V def2-TZVPD def2/J DEFGRID3
* xyz 0 3
C 0.354 -0.021 0.172
C -0.859 -0.052 -0.664
O 2.861 0.117 0.206
O 0.314 -0.291 1.480
S 1.726 0.217 -0.691
Cl -1.995 1.246 0.034
H -1.264 -1.035 -0.596
H -0.548 0.363 -1.622
H -0.589 -0.544 1.681
*
```

Output
Max |F| (eV Å⁻¹): 5.09
Relative energy (zero: lowest compared OMol25 entry of this formula, charge and spin) (eV): 2.234
Frontier orbital gap (spin up / spin down) (eV): 7.034 / 8.397
<S²>: 2.01

=====

Record 3
Computed, not measured: a molecular structure, CH4O, with wB97M-V/def2-TZVPD.

The geometry in ORCA input format:
```
! RIJCOSX wB97M-V def2-TZVPD def2/J DEFGRID3
* xyz 0 1
C -0.279 -0.919 0.255
O -0.993 -0.278 1.167
H 0.961 1.504 -1.551
H -0.943 -1.661 -0.235
H 1.538 1.077 -1.257
H -0.284 0.278 1.621
*
```

Output
Max |F| (eV Å⁻¹): 2.01
Relative energy (zero: lowest compared OMol25 entry of this formula, charge and spin) (eV): 3.620
Frontier orbital gap (eV): 9.475

=====

Record 4
Computed, not measured: 2 unconnected molecules or ions with the total composition CH5NOS2, with wB97M-V/def2-TZVPD.

The geometry in ORCA input format:
```
! RIJCOSX wB97M-V def2-TZVPD def2/J DEFGRID3
* xyz 0 1
N -3.471 0.128 -1.457
C -2.650 0.047 -0.385
O -2.004 0.978 0.040
H -3.758 1.050 -1.758
H -4.074 -0.628 -1.759
H -2.583 -0.953 0.056
S 2.675 -0.706 1.032
S 1.235 0.040 -0.165
H 3.787 -0.202 0.467
H 0.845 1.166 0.465
*
```

Output
Max |F| (eV Å⁻¹): 0.90
Relative energy (zero: lowest compared OMol25 entry of this formula, charge and spin) (eV): 0.145
Frontier orbital gap (eV): 10.078
SMILES: NC=O.SS

=====

Record 5
Computed, not measured: a gas-phase ion, ClHNO2S (charge -1), with wB97M-V/def2-TZVPD.

The geometry in ORCA input format:
```
! RIJCOSX wB97M-V def2-TZVPD def2/J DEFGRID3
* xyz -1 1
N -0.077 -0.499 0.759
O -0.642 1.640 -0.053
O -1.408 -0.709 0.312
S -0.297 0.350 -0.562
Cl 2.014 0.500 -0.844
H 0.411 -1.282 0.388
*
```

Output
Max |F| (eV Å⁻¹): 3.02
Relative energy (zero: lowest compared OMol25 entry of this formula, charge and spin) (eV): 2.470
Frontier orbital gap (eV): 8.637

=====

Record 6
Computed, not measured: a molecular structure, C25H36BN8NiPSTe, with wB97M-V/def2-TZVPD.

The geometry in ORCA input format:
```
! RIJCOSX wB97M-V def2-TZVPD def2/J DEFGRID3
* xyz 1 4
Ni 8.634 15.230 9.801
C 11.212 12.191 8.556
C 10.735 13.515 8.372
N 9.727 13.713 9.196
N 9.472 12.557 9.824
C 10.347 11.611 9.414
B 8.371 12.437 10.965
N 8.752 13.516 12.083
C 8.948 13.417 13.395
C 9.284 14.676 13.892
C 9.229 15.502 12.788
N 8.881 14.816 11.721
N 7.039 12.885 10.386
C 5.847 12.297 10.237
C 5.005 13.123 9.527
C 5.784 14.219 9.222
N 7.001 14.103 9.752
N 8.352 11.023 11.458
C 9.211 10.399 12.310
C 8.963 9.084 12.284
C 7.945 8.928 11.351
N 7.560 10.077 10.849
H 12.005 11.708 8.016
H 11.072 14.266 7.665
H 10.370 10.619 9.868
H 8.839 12.505 13.987
H 9.505 14.935 14.879
H 9.390 16.579 12.707
H 5.594 11.338 10.677
H 3.980 12.941 9.247
H 5.507 15.089 8.656
H 9.926 10.967 12.846
H 9.551 8.329 12.709
H 7.488 8.010 11.019
C 5.934 17.717 9.053
C 7.309 18.319 9.077
C 7.559 18.656 10.548
P 8.569 17.177 8.383
C 10.239 18.096 8.535
C 10.181 19.623 8.513
C 10.835 17.619 9.856
C 8.200 16.862 6.636
C 8.287 18.058 5.658
C 8.957 15.628 6.104
H 5.198 18.527 9.105
H 5.769 17.014 9.885
H 5.736 17.160 8.170
H 7.330 19.258 8.438
H 7.442 17.717 11.031
H 6.833 19.367 10.929
H 8.549 19.018 10.753
H 10.912 17.799 7.730
H 9.410 19.971 9.230
H 10.011 20.071 7.540
H 11.147 20.082 8.806
H 10.062 17.681 10.655
H 11.669 18.181 10.211
H 11.145 16.599 9.812
H 7.140 16.580 6.691
H 9.311 18.420 5.402
H 7.671 18.931 6.043
H 7.882 17.866 4.622
H 10.056 15.851 6.026
H 8.557 15.302 5.136
H 8.814 14.751 6.737
Te 7.392 11.367 6.778
C 7.847 9.389 7.197
C 7.048 8.365 7.696
C 7.659 7.111 7.641
C 8.905 7.160 7.209
S 9.359 8.722 6.711
H 6.050 8.583 8.132
H 7.133 6.201 7.948
H 9.588 6.319 7.142
*
```

Output
Max |F| (eV Å⁻¹): 3.06
Relative energy (zero: lowest compared OMol25 entry of this formula, charge and spin) (eV): 0.000
Frontier orbital gap (spin up / spin down) (eV): 8.520 / 6.197
<S²>: 3.77

=====

Record 7
Computed, not measured: a molecular structure, CH9GaO5P3S, with wB97M-V/def2-TZVPD.

The geometry in ORCA input format:
```
! RIJCOSX wB97M-V def2-TZVPD def2/J DEFGRID3
* xyz -1 1
C 1.166 1.914 0.091
Ga 0.864 0.048 0.780
P -1.048 -1.043 -0.180
P -2.777 -0.024 0.526
O -3.078 -0.240 1.942
O -2.691 1.549 0.116
O -4.017 -0.493 -0.419
P 2.627 -1.352 -0.028
O 2.070 -2.833 -0.451
O 3.094 -0.833 -1.509
S 4.177 -1.452 1.133
H 0.293 2.311 -0.434
H 1.406 2.585 0.918
H 2.013 1.938 -0.603
H 0.839 -0.038 2.353
H -1.050 -0.547 -1.503
H -3.505 1.968 0.430
H -3.953 -0.016 -1.255
H 1.248 -3.004 0.026
H 2.321 -0.438 -1.934
*
```

Output
Max |F| (eV Å⁻¹): 0.72
Frontier orbital gap (eV): 7.463

=====

Record 8
Computed, not measured: 5 unconnected molecules or ions with the total composition C5H21NO4, with wB97M-V/def2-TZVPD.

The geometry in ORCA input format:
```
! RIJCOSX wB97M-V def2-TZVPD def2/J DEFGRID3
* xyz 0 1
C 0.322 -0.801 1.678
C 0.905 0.582 1.434
N 0.502 1.226 0.183
C -0.753 1.921 0.371
C 1.648 2.031 -0.302
C 1.297 2.830 -1.558
H 0.124 -1.342 0.751
H 0.885 -1.488 2.314
H -0.659 -0.789 2.162
H 0.502 1.203 2.244
H 1.984 0.482 1.539
H -0.768 2.833 0.986
H -1.424 1.174 0.769
H -1.197 2.216 -0.582
H 2.452 1.307 -0.408
H 1.976 2.682 0.523
H 0.267 2.647 -1.850
H 1.371 3.911 -1.462
H 1.952 2.461 -2.345
O -0.872 -3.217 -0.415
H -1.740 -3.627 -0.504
H -0.543 -3.566 0.423
O -0.810 -0.737 -1.754
H -0.378 0.091 -1.492
H -0.276 -1.444 -1.375
O 1.145 -4.032 -2.065
H 1.391 -3.340 -2.682
H 0.262 -3.839 -1.709
O -2.579 1.280 2.674
H -2.394 2.188 2.920
H -3.204 1.196 1.949
*
```

Output
Max |F| (eV Å⁻¹): 1.64
Relative energy (zero: lowest compared OMol25 entry of this formula, charge and spin) (eV): 1.580
Frontier orbital gap (eV): 9.137
SMILES: CCN(C)CC.O.O.O.O

=====

What did the fifth record say?
Computed, not measured: a gas-phase ion, ClHNO2S (charge -1), with wB97M-V/def2-TZVPD.

The geometry in ORCA input format:
```
! RIJCOSX wB97M-V def2-TZVPD def2/J DEFGRID3
* xyz -1 1
N -0.077 -0.499 0.759
O -0.642 1.640 -0.053
O -1.408 -0.709 0.312
S -0.297 0.350 -0.562
Cl 2.014 0.500 -0.844
H 0.411 -1.282 0.388
*
```

Output
Max |F| (eV Å⁻¹): 3.02
Relative energy (zero: lowest compared OMol25 entry of this formula, charge and spin) (eV): 2.470
Frontier orbital gap (eV): 8.637

=====

Q: The lowest max |F| belongs to which entry?
A: CH9GaO5P3S

=====

Q: The lowest max |F| belongs to which entry?
A: CH9GaO5P3S

=====

What did the fifth record say?
Computed, not measured: a gas-phase ion, ClHNO2S (charge -1), with wB97M-V/def2-TZVPD.

The geometry in ORCA input format:
```
! RIJCOSX wB97M-V def2-TZVPD def2/J DEFGRID3
* xyz -1 1
N -0.077 -0.499 0.759
O -0.642 1.640 -0.053
O -1.408 -0.709 0.312
S -0.297 0.350 -0.562
Cl 2.014 0.500 -0.844
H 0.411 -1.282 0.388
*
```

Output
Max |F| (eV Å⁻¹): 3.02
Relative energy (zero: lowest compared OMol25 entry of this formula, charge and spin) (eV): 2.470
Frontier orbital gap (eV): 8.637